No. 1
A molecular structure, C4H11NS at a distorted geometry, computed with the ωB97M-V functional and the def2-TZVPD basis.

Structure (XYZ):
```
17
Properties=species:S:1:pos:R:3:forces:R:3
C -1.15388 1.06137 -0.48404 -0.514 0.468 2.506
C -0.54321 -0.17625 0.16434 -5.367 -1.635 1.990
C 0.90001 -0.09028 -0.14440 -0.678 -3.549 1.323
C 1.63424 -1.34799 0.57257 3.696 4.588 0.571
H -2.99780 1.84960 -1.00344 0.978 -2.284 3.720
H -3.32088 0.25093 0.27673 3.390 3.969 -1.962
H -1.07118 1.21624 -1.55061 0.609 -0.476 -0.277
H -0.61132 1.85472 0.09243 -0.117 0.013 -1.090
H -0.99472 -0.16975 1.31579 1.785 0.285 -2.486
H -1.13768 -1.12277 -0.21178 1.522 1.465 0.252
H 1.06131 0.92008 0.31199 1.482 -0.950 -1.184
H 0.66140 -0.30592 -1.22313 2.236 0.966 0.457
H 1.84050 -1.17492 1.66897 -0.442 0.400 -1.170
H 1.35987 -2.30956 0.56297 -2.512 -3.242 -0.817
H 3.43544 -0.10779 -0.17915 0.849 -3.394 -0.090
N -2.52627 1.31911 -0.05370 -5.076 -1.180 -2.074
S 3.46415 -1.66681 -0.11555 -1.841 4.556 0.330
```
Forces are in eV/Å.

Computed properties:
**Net charge**: 0
**LUMO energy**: 0.793 eV
**Energy above the lowest of the compared OMol25 structures with the same formula, charge and spin**: 501.38 kJ/mol
**Energy**: -611.7512 hartree

No. 2
C4H11NS in the gas phase at a distorted geometry, computed with the ωB97M-V functional and the def2-TZVPD basis.

Structure (XYZ):
```
17
Properties=species:S:1:pos:R:3:forces:R:3
C -1.16458 1.95957 0.29089 -1.333 0.922 0.698
N -0.47110 0.80621 0.82441 1.284 -0.554 0.420
C 0.03362 -0.22692 -0.12050 0.172 1.802 -1.522
C 0.09485 -1.56362 0.52278 1.852 -3.328 2.673
S -0.51467 -2.93993 -0.70841 0.430 0.754 -0.623
C 1.33894 0.33262 -0.83344 1.101 0.331 0.524
H -1.52681 2.55638 1.17615 0.016 -0.683 -0.809
H -2.04536 1.76142 -0.37298 0.758 -0.360 0.747
H -0.56005 2.68075 -0.23128 0.645 0.223 -0.638
H 0.39168 1.17556 1.28925 -1.195 -0.500 -0.261
H -0.70266 -0.32867 -0.97609 0.564 0.356 0.884
H -0.62631 -1.74189 1.31453 -0.272 0.873 -0.031
H 1.11430 -1.78195 1.13463 -1.946 0.309 -2.047
H -0.45599 -4.24484 -0.27967 0.451 1.106 0.692
H 1.03111 1.38880 -1.09989 0.417 -1.447 -0.855
H 1.68390 -0.40036 -1.60092 -0.685 1.085 -0.194
H 2.37913 0.56686 -0.32947 -2.260 -0.889 0.342
```
Forces are in eV/Å.

Computed properties:
**Net charge**: 0
**LUMO energy**: 0.889 eV
**SMILES**: CN[C@@H](C)CS
**Energy above the lowest of the compared OMol25 structures with the same formula, charge and spin**: 201.87 kJ/mol
**Energy**: -611.8652 hartree

No. 3
C4H11NS in the gas phase, computed with the ωB97M-V functional and the def2-TZVPD basis.

Structure (XYZ):
```
17
Properties=species:S:1:pos:R:3:forces:R:3
C -2.48490 -0.21181 -0.04341 -0.302 -0.403 0.114
C -1.41222 -1.21207 0.34440 0.147 -0.187 0.044
S -0.00292 -0.47703 1.23862 0.140 -0.197 -0.318
H -2.78934 0.35024 0.83905 0.149 0.326 -0.143
H -2.14385 0.42522 -0.85849 -0.069 0.185 0.192
H -3.38778 -0.73976 -0.36381 0.086 -0.025 -0.200
H -1.82311 -2.00605 0.96893 0.002 0.143 0.190
H -0.99857 -1.72294 -0.52246 0.028 0.048 -0.146
C 1.88841 1.56412 -1.58553 -0.202 0.044 0.257
C 1.16729 -0.27284 -0.14188 -0.536 0.244 0.538
N 0.77150 0.80038 -1.03482 0.099 0.174 -0.194
H 1.52197 2.20300 -2.37861 -0.034 0.076 -0.286
H 2.38902 2.21837 -0.85877 0.040 -0.149 0.132
H 2.63065 0.88771 -1.99447 0.086 -0.113 -0.153
H 2.13032 -0.10124 0.34061 0.189 0.061 0.041
H 1.20337 -1.21555 -0.67437 0.160 -0.244 -0.136
H 0.13753 1.41998 -0.55018 0.017 0.018 0.068
```
Forces are in eV/Å.

Computed properties:
**Net charge**: 0
**LUMO energy**: 1.040 eV
**SMILES**: CCSCNC
**Energy above the lowest of the compared OMol25 structures with the same formula, charge and spin**: 44.64 kJ/mol
**Energy**: -611.9251 hartree

No. 4
2 unconnected molecules or ions with the total composition C4H11NS at a distorted geometry, computed with the ωB97M-V functional and the def2-TZVPD basis.

Structure (XYZ):
```
17
Properties=species:S:1:pos:R:3:forces:R:3
C 0.67685 -0.16236 -2.61888 2.776 -0.578 0.165
S 1.70911 -1.44979 -3.59397 -0.383 1.219 -1.199
C 2.57652 -2.29393 -2.31635 1.954 0.553 2.574
H -0.19249 0.24004 -3.28706 1.273 -1.388 1.960
H 1.37231 0.68050 -2.29479 -0.980 -0.747 -0.896
H 0.79612 -0.86026 -1.71802 -2.384 1.452 -0.640
H 2.97777 -3.27987 -2.58824 -0.187 0.524 -0.375
H 3.36443 -1.76139 -1.63803 -0.462 -0.252 -2.152
H 1.96416 -2.45332 -1.46544 -1.611 -0.781 0.572
C -2.01764 0.61685 1.80258 1.109 -1.502 -2.413
C -2.28590 1.26366 2.95873 1.562 1.270 1.361
N -1.53557 2.30356 3.49579 0.042 1.868 0.993
H -1.07885 0.07194 1.49230 0.013 2.284 0.309
H -2.70625 0.44093 0.96541 -0.881 -1.033 1.447
H -2.72264 0.79476 3.81919 -2.710 0.253 -0.108
H -0.91186 2.77067 2.84726 -0.135 -0.195 -0.075
H -1.98608 3.07801 4.13953 1.005 -2.946 -1.522
```
Forces are in eV/Å.

Computed properties:
**Net charge**: 0
**LUMO energy**: 0.437 eV
**SMILES**: C=CN.CSC
**Energy above the lowest of the compared OMol25 structures with the same formula, charge and spin**: 498.56 kJ/mol
**Energy**: -611.7522 hartree

No. 5
C4H11NS in the gas phase at a distorted geometry, computed with the ωB97M-V functional and the def2-TZVPD basis.

Structure (XYZ):
```
17
Properties=species:S:1:pos:R:3:forces:R:3
C -0.55234 -1.20209 -1.03713 0.359 -1.858 -0.096
C -1.32552 1.11360 -1.20007 2.235 0.804 -1.348
C 0.16305 0.42432 0.54478 1.966 1.937 1.384
C 1.45887 -0.35367 0.93847 -0.950 0.536 -0.489
H -1.11919 -1.50347 -1.94468 0.474 1.029 0.191
H 0.40135 -1.80528 -1.08254 -0.797 0.761 -0.008
H -1.13766 -1.70570 -0.24088 0.039 0.460 0.165
H -1.05024 2.13573 -1.01311 0.684 0.533 0.250
H -2.19998 1.03058 -0.69890 -3.084 -0.874 1.860
H -1.55985 1.13104 -2.25538 0.237 -0.649 -0.426
H -0.52325 0.30474 1.40349 -0.633 -0.278 -0.545
H 0.45889 1.50470 0.58362 -0.277 -0.689 0.089
H 1.18211 -1.34852 1.25720 0.261 -0.415 -0.314
H 2.06393 -0.33225 0.04230 0.425 -0.423 -0.071
H 1.55130 0.04360 3.22194 0.193 0.129 0.111
N -0.26881 0.20602 -0.80000 -0.605 -1.013 -0.658
S 2.45733 0.35664 2.28090 -0.527 0.011 -0.095
```
Forces are in eV/Å.

Computed properties:
**Net charge**: 0
**LUMO energy**: 0.972 eV
**SMILES**: CN(C)CCS
**Energy above the lowest of the compared OMol25 structures with the same formula, charge and spin**: 110.58 kJ/mol
**Energy**: -611.9000 hartree

No. 6
C4H11NS in the gas phase at a distorted geometry, computed with the ωB97M-V functional and the def2-TZVPD basis.

Structure (XYZ):
```
17
Properties=species:S:1:pos:R:3:forces:R:3
C -1.52698 1.36519 0.04637 1.136 -0.655 -0.537
C -0.54664 0.18711 0.34013 -1.286 0.512 0.095
C 0.66124 0.32829 -0.57776 0.174 0.743 1.281
C 1.66441 -0.80493 -0.46252 0.335 0.007 -0.761
S 2.80410 -0.74241 0.95251 -0.310 0.041 -0.038
N -1.14516 -1.14418 0.23943 -0.252 -0.034 0.341
H -1.88165 1.23875 -0.97988 -0.185 0.279 0.040
H -0.88289 2.24354 0.11034 -0.412 0.370 -0.096
H -2.36361 1.46711 0.73065 -0.014 -0.188 0.130
H -0.30818 0.34798 1.39778 0.581 -0.361 -0.107
H 0.31675 0.56449 -1.58757 0.081 -0.529 -0.198
H 1.16048 1.24084 -0.23521 0.091 0.038 -0.207
H 1.16121 -1.76455 -0.48246 0.049 -0.172 0.044
H 2.35204 -0.77112 -1.31012 -0.112 -0.062 -0.075
H 1.93075 -1.20896 1.84431 -0.059 -0.034 0.238
H -2.05535 -1.11410 0.68295 0.005 -0.161 0.191
H -1.34052 -1.43306 -0.70896 0.180 0.204 -0.341
```
Forces are in eV/Å.

Computed properties:
**Net charge**: 0
**LUMO energy**: 1.040 eV
**SMILES**: C[C@@H](N)CCS
**Energy above the lowest of the compared OMol25 structures with the same formula, charge and spin**: 15.13 kJ/mol
**Energy**: -611.9364 hartree

No. 7
A gas-phase ion, C4H11NS (charge +1) at a distorted geometry, computed with the ωB97M-V functional and the def2-TZVPD basis.

Structure (XYZ):
```
17
Properties=species:S:1:pos:R:3:forces:R:3
C -0.48227 -1.76812 1.27285 -1.140 0.398 -1.580
C 0.97469 -1.66798 0.78762 0.798 -0.433 1.395
S 1.48170 -0.05097 0.14084 -1.100 -0.222 0.171
H -0.60616 -2.61203 1.94702 0.143 -0.073 -0.086
H -0.84160 -0.86970 1.79381 0.318 -0.218 -0.031
H -1.17176 -1.92692 0.37627 0.806 0.128 1.249
H 1.65795 -1.87430 1.65791 -0.485 0.449 -0.850
H 1.20415 -2.44059 0.04613 -0.100 0.246 -0.153
C -0.32111 2.54739 -0.63970 0.445 0.252 0.013
C 0.21701 0.20120 -1.18358 0.239 -1.300 -3.210
N -0.82049 1.17306 -0.88828 1.800 -0.272 1.775
H -1.16231 3.23049 -0.58232 -0.115 -0.039 -0.051
H 0.25748 2.64184 0.30537 -0.438 -0.155 -0.487
H 0.34471 2.87179 -1.44935 -0.313 -0.214 0.039
H 0.81378 0.53258 -2.13848 -1.181 -0.560 1.861
H -0.22965 -0.85137 -1.39787 0.704 1.965 0.339
H -1.31614 0.86362 -0.04824 -0.382 0.047 -0.395
```
Forces are in eV/Å.

Computed properties:
**Net charge**: +1
**LUMO energy (spin up / spin down)**: -2.940 / -8.331 eV
**Energy above the lowest of the compared OMol25 structures with the same formula, charge and spin**: 51.98 kJ/mol
**Energy**: -611.6086 hartree
**2S+1**: 2

No. 8
2 unconnected molecules or ions with the total composition C4H11NS2 at a distorted geometry, computed with the ωB97M-V functional and the def2-TZVPD basis.

Structure (XYZ):
```
18
Properties=species:S:1:pos:R:3:forces:R:3
S -1.78088 -0.43317 -2.40167 0.070 0.227 0.336
S 1.92418 -1.33494 1.03863 -0.142 -0.089 0.223
C 0.37578 -1.01919 1.90888 0.086 1.120 0.511
C -0.71980 -0.43375 1.00428 0.251 -0.505 -0.558
C -0.45271 0.98888 0.46441 -0.045 0.292 0.042
N 0.87804 1.27767 -0.10002 -0.004 -1.209 0.244
C 1.06016 0.65586 -1.44865 -0.100 0.544 0.430
H -2.42934 -1.05943 -3.35562 -0.512 -0.393 -0.565
H 0.56500 -0.37770 2.78688 0.046 -0.014 -0.298
H 0.06365 -1.96217 2.34226 -0.183 -0.459 -0.176
H -0.79366 -1.11906 0.15406 -0.321 0.139 -0.035
H -1.69826 -0.42841 1.51493 0.359 -0.057 -0.093
H -0.66178 1.69574 1.28544 0.211 -0.002 -0.234
H -1.16519 1.17705 -0.34571 -0.149 -0.054 0.242
H 1.54285 0.81278 0.53260 0.244 0.495 -0.132
H 2.13000 0.63620 -1.68481 -0.130 0.033 0.050
H 0.63422 -0.34618 -1.51409 0.170 0.082 -0.094
H 0.52775 1.26982 -2.18180 0.149 -0.150 0.105
```
Forces are in eV/Å.

Computed properties:
**Net charge**: -1
**LUMO energy (spin up / spin down)**: 3.144 / 1.051 eV
**Energy above the lowest of the compared OMol25 structures with the same formula, charge and spin**: 34.56 kJ/mol
**Energy**: -1010.1062 hartree
**2S+1**: 2

No. 9
2 unconnected molecules or ions with the total composition C4H11NSi at a distorted geometry, computed with the ωB97M-V functional and the def2-TZVPD basis.

Structure (XYZ):
```
17
Properties=species:S:1:pos:R:3:forces:R:3
C 3.12574 0.10405 0.80127 2.355 -2.139 -1.396
C -1.48327 1.31272 0.99985 1.932 -0.270 0.573
C -0.42908 -1.78740 0.39518 -0.758 -0.615 -0.773
C -0.87525 0.57771 -1.93460 -2.072 -3.603 1.452
N 2.41712 0.69493 -0.01296 -2.647 0.886 -0.187
Si -0.52551 0.05923 -0.04075 1.814 1.553 -0.851
H 4.23666 0.17407 0.59113 -0.409 0.736 0.678
H 2.99469 -0.89281 1.24733 -0.925 0.301 0.842
H -0.89605 1.54613 1.93785 -0.205 0.435 -1.328
H -1.66886 2.13596 0.28856 0.018 -0.067 0.886
H -2.34863 0.92175 1.46209 -1.517 -0.479 -0.080
H -1.50161 -2.16029 0.43905 1.125 0.184 -0.146
H 0.05041 -2.21122 -0.55984 -0.529 0.180 1.638
H 0.06204 -2.15164 1.35938 -0.359 0.869 -1.505
H -0.66454 -0.38901 -2.47103 0.005 0.992 0.055
H -2.00282 0.67557 -2.02815 1.010 -0.099 0.258
H -0.49107 1.39023 -2.47437 1.162 1.134 -0.115
```
Forces are in eV/Å.

Computed properties:
**Net charge**: 0
**LUMO energy (spin up / spin down)**: 0.492 / 0.265 eV
**Energy above the lowest of the compared OMol25 structures with the same formula, charge and spin**: 449.92 kJ/mol
**Energy**: -503.0987 hartree

No. 10
A molecular structure, C4H11O3Zn at a distorted geometry, computed with the ωB97M-V functional and the def2-TZVPD basis.

Structure (XYZ):
```
19
Properties=species:S:1:pos:R:3:forces:R:3
C 5.90102 -1.19414 -2.59049 0.571 0.155 3.154
H 6.49363 -0.49032 -3.19119 -1.189 -0.080 0.001
H 6.64133 -1.93525 -2.23927 0.011 0.251 0.393
H 5.15078 -1.85438 -3.05926 -0.251 1.345 0.022
O 3.81991 0.67636 -3.56299 -0.394 -3.566 3.223
Zn 3.04620 2.30557 -3.37328 -0.864 1.848 0.102
H 3.56390 0.19230 -2.62089 1.151 1.781 -3.472
O 5.45121 -0.38133 -1.27802 0.840 -1.563 -2.762
C 1.63423 -0.88604 -0.33266 0.154 -0.587 -0.859
O 2.92638 -0.65680 0.16304 0.292 -0.003 -0.606
C 3.83176 -1.71162 -0.02863 0.173 -0.241 0.360
C 5.23464 -1.14063 -0.11176 0.259 -0.329 -0.392
H 1.29952 0.06379 -0.77067 -0.655 -0.089 1.038
H 1.59800 -1.52597 -1.23248 0.574 -0.113 0.130
H 1.07668 -1.47124 0.41990 -0.561 0.908 -0.127
H 3.62486 -2.30472 -0.93894 -0.105 0.337 0.144
H 3.75726 -2.39899 0.83446 0.146 -0.076 -0.128
H 5.95252 -1.97556 -0.02871 -0.030 0.065 -0.021
H 5.41288 -0.47128 0.74164 -0.122 -0.044 -0.199
```
Forces are in eV/Å.

Computed properties:
**Net charge**: -1
**LUMO energy**: 3.318 eV
**Energy above the lowest of the compared OMol25 structures with the same formula, charge and spin**: 102.15 kJ/mol
**Energy**: -2163.9483 hartree